97
Properties=species:S:1:pos:R:3 method="wB97M-V/def2-TZVPD" spin_multiplicity=3 e_homo_ev="-12.98 / -13.57" fmax_ev_per_a=1.0 lumo_ev="-5.804 / -6.862" gap_ev="7.2 / 6.7" charge=+2 de_lowest_kj_mol=0.0
N 0.98562 1.56670 -1.28292
C 1.68406 3.76501 -5.10105
C -0.68674 2.22772 4.31285
C -1.41060 -2.37816 5.37800
S 0.79546 -2.30626 -2.37156
H 1.78452 -0.07306 4.61354
H 7.01810 -0.10097 3.97279
H -0.92067 -2.68044 6.29412
C 3.56397 -0.42856 2.30557
H 3.47817 4.95649 -5.08387
C -3.74205 2.00544 0.58034
C -5.57109 3.52538 0.26341
C 0.00890 1.44778 2.17280
H 3.17121 -1.95992 3.77117
C -5.56813 3.25463 -1.09782
C -4.25044 -0.58217 -2.78852
H 3.30468 2.41706 -4.61341
H -3.04874 1.48509 1.22943
H 1.74464 3.54226 -6.16678
C -3.43774 -1.51924 -4.84934
H -1.03011 0.32428 -3.33641
H -5.04356 -0.45892 -2.06183
P -0.43244 -1.84381 1.45060
H 1.78463 -3.51570 0.45053
H -1.30798 2.86816 4.92423
H 5.38472 -1.73808 4.83596
C -0.81176 2.26602 2.93204
C 4.49227 0.48009 1.80363
H 1.70647 1.67317 -4.47158
C -3.73268 1.72507 -0.78993
H 2.01042 5.89085 -5.31766
C 2.26671 2.59508 -4.32330
O 1.91260 -3.20329 -2.18479
N 0.63457 -1.24877 -1.30564
H -4.67501 3.09761 2.16709
C 3.88424 -1.23584 3.39640
C -2.16999 -5.56350 -0.57802
C 2.43528 5.05326 -4.76647
C -1.04344 -3.33289 0.63370
C -4.65823 2.89593 1.10410
H -3.60642 -2.11364 -5.73720
C -1.30604 -1.88122 3.03167
H -6.29091 4.22172 0.67211
H -1.35697 -6.67579 1.06811
C 6.04798 -0.19188 3.50323
N -1.63529 0.55190 -0.73201
C -0.91835 -4.58886 1.22788
H 0.62558 3.87465 -4.84825
C -3.40391 -1.71990 4.19879
C -1.98658 -0.15672 -3.50521
C 1.59371 2.20178 -2.04388
H -3.16853 -1.31547 2.10698
C -1.77569 -3.19605 -0.54618
H 3.08176 -2.95179 1.50219
N 1.24141 -2.00455 1.88196
C 1.05957 0.57410 4.13753
C 0.95203 0.59588 2.75133
H -2.60133 -6.43524 -1.05150
H -1.92006 -2.21513 -0.98547
H -2.90901 -4.19962 -2.06265
P 1.91819 -0.43481 1.58101
H -1.41414 -1.03420 -5.37393
N 2.26982 2.91382 -2.87503
H -4.46517 -1.51090 4.19724
C -2.74826 0.78351 -1.33241
H 0.33909 1.37261 5.98788
C 5.73276 0.60268 2.41057
H -6.27731 3.74697 -1.74894
H 1.34913 5.50700 -2.95422
H -4.65195 2.15590 -2.68948
H -5.41813 -1.82503 -4.07946
H 4.24468 1.08957 0.94223
C -2.77154 -2.11016 5.37329
H -1.51957 2.93375 2.46014
H 2.83413 4.29613 -1.40156
C -4.45666 -1.35574 -3.92021
C -1.46635 -5.70115 0.61230
C 2.02036 -3.19084 1.46381
C 2.95349 4.16506 -2.47556
C -2.20369 -0.91480 -4.64347
C -3.01057 0.01910 -2.57469
C -2.33852 -4.31074 -1.14969
C 5.12903 -1.11265 3.99130
C -0.67181 -2.25932 4.20867
H 0.39113 -2.46214 4.20944
C -4.65905 2.35294 -1.62577
H 1.83903 -4.01362 2.15448
H 6.45611 1.30830 2.02560
H -0.40765 -4.70034 2.17640
H -0.02912 1.61952 1.07949
C 0.24453 1.38638 4.91028
C 2.38300 5.33381 -3.26523
H -3.34392 -2.21001 6.28576
Mo 0.02160 0.09342 -0.15296
H 2.95234 6.23017 -3.01761
H 4.01597 4.03241 -2.69180
C -2.67399 -1.60878 3.02786